Formula: C43H108CdN7O15
Source: the OMol25 dataset
Level of theory: ωB97M-V with the def2-TZVPD basis set

```
174
Properties=species:S:1:pos:R:3:forces:R:3:lowdin_charge:R:1
Cd -2.81392 -1.69989 0.06770 1.7172 1.0895 -0.1856 1.469
C 0.05492 0.14964 0.61319 -0.0920 0.4202 1.3032 -0.296
O -1.01555 -0.63758 0.30198 -1.9197 -1.4780 -1.1787 -0.492
H 0.51870 0.59822 -0.26532 0.0918 0.0526 -0.2532 0.052
H -0.24080 0.94386 1.29868 0.0914 0.5273 0.0161 0.057
H 0.79658 -0.42126 1.17186 0.4696 -0.1627 -0.0731 0.057
C -8.53029 1.70737 6.35705 0.8390 0.4533 -1.0779 -0.109
O -7.15521 1.40317 6.66332 -1.5360 -0.5386 0.8211 -0.207
C -7.03582 0.02139 7.05931 1.5530 1.6181 0.0773 -0.198
C -5.55829 -0.08769 7.55934 -0.6346 -0.5623 -0.6476 -0.187
N -4.54077 -0.13875 6.47310 0.0902 -0.6477 0.1794 -0.056
C -3.20961 -0.30659 7.06988 0.6080 -1.0780 -0.0048 -0.212
C -2.04809 -0.58707 6.07750 -1.5101 1.5292 -0.1305 -0.204
O -1.73979 0.64212 5.43156 -0.2889 0.2689 0.2258 -0.186
C -1.56085 0.59126 4.05130 0.2242 0.4411 -0.2736 -0.130
H -8.65427 1.21069 5.39474 -0.8359 0.3539 -0.2311 0.085
H -8.65494 2.78913 6.30839 0.4697 0.0325 -0.5350 0.084
H -9.36099 1.45510 7.01613 0.5652 -0.9207 0.7170 0.082
H -7.23570 -0.67817 6.24767 0.2563 0.0573 -0.4633 0.114
H -7.81790 -0.18545 7.78983 0.3976 -0.0790 0.6174 0.112
H -5.54948 -1.01266 8.13594 0.5337 -0.1719 -0.0422 0.111
H -5.25871 0.72519 8.22083 -0.6668 0.1851 0.3411 0.115
H -4.50891 0.75175 5.99761 -0.3782 0.2185 -0.1006 0.103
H -3.20156 -1.21279 7.67554 -0.4011 -0.0962 0.3131 0.111
H -2.98912 0.51922 7.74629 0.4261 0.1965 0.0329 0.119
H -2.45589 -1.25673 5.32029 0.2077 -0.4423 0.0583 0.093
H -1.14977 -0.96310 6.56712 -0.1025 -0.2575 0.1144 0.123
H -2.31443 0.00941 3.52059 -0.1605 -0.4676 0.1257 0.078
H -0.56158 0.23224 3.80493 0.1260 -0.1520 -0.2655 0.080
H -1.68220 1.60313 3.66466 0.2448 0.1166 0.0669 0.067
C -0.83989 -4.44846 -0.37116 1.1532 -1.0611 -0.2263 -0.079
O -1.67660 -3.39862 -0.81742 -0.2226 0.2846 -1.4731 -0.331
C -1.61250 -3.27693 -2.29300 -0.4479 1.2911 0.4159 -0.142
C -1.68209 -1.80768 -2.71403 -0.5095 0.1528 0.5802 -0.185
N -2.93512 -1.17351 -2.22127 -0.4384 -0.5106 0.2984 -0.128
C -2.91003 0.27326 -2.43593 -0.5541 1.2885 -0.0374 -0.186
C -4.30002 0.95777 -2.54027 -0.1018 -0.0062 -0.2190 -0.199
O -4.89217 0.61823 -3.77021 1.1759 -0.8362 -0.8482 -0.212
C -6.13953 1.22020 -4.01127 -0.0033 -0.4723 -0.3736 -0.089
H -1.14941 -5.37572 -0.85333 -0.0507 -0.1047 0.0359 0.105
H -0.78946 -4.62477 0.70331 -0.6425 0.6164 0.0540 0.089
H 0.17772 -4.22689 -0.69285 0.1192 -0.0314 0.0004 0.084
H -2.48903 -3.78113 -2.69990 0.1716 -0.3886 -0.0231 0.132
H -0.68493 -3.63051 -2.74323 0.0077 -0.5890 0.5810 0.130
H -1.68787 -1.72838 -3.80113 0.2359 -0.1831 -0.1243 0.139
H -0.86651 -1.20503 -2.31434 0.1664 -0.2516 0.0849 0.112
H -3.68768 -1.52347 -2.79684 -0.4077 -0.3089 -0.0156 0.118
H -2.43495 0.50594 -3.38895 0.1949 -0.1274 -0.1523 0.126
H -2.27598 0.66974 -1.64291 -0.1779 0.4142 0.0246 0.102
H -4.22897 2.04544 -2.54652 0.5768 0.1516 0.4999 0.106
H -5.02188 0.70387 -1.76403 0.1870 -0.2306 0.6450 0.121
H -6.08784 2.30681 -3.94274 -0.2001 0.0833 0.6861 0.094
H -6.83959 0.68407 -3.37050 -0.5871 0.7543 0.1560 0.095
H -6.42148 1.04479 -5.04946 0.1587 -0.3472 0.0274 0.094
C -0.19126 -7.47520 5.77527 0.3053 -0.3562 0.3724 -0.121
O -0.95647 -6.55071 5.07347 -0.6722 1.7216 -0.1387 -0.203
C -1.35407 -5.44448 5.90870 0.0406 0.5492 -0.1745 -0.192
C -1.98263 -4.29542 5.07715 0.0856 -1.0632 -0.4086 -0.185
N -1.16262 -4.09503 3.87947 0.0668 -0.1931 -0.4548 -0.063
C 0.05229 -3.30793 4.12198 -1.0844 0.2493 -0.7184 -0.186
C 0.98721 -3.25826 2.92195 0.4880 1.1003 1.1860 -0.243
O 1.76180 -4.41381 2.82415 -0.2018 0.1736 -0.2716 -0.151
C 2.37566 -4.63999 1.57299 -0.2274 -1.2994 0.1183 -0.097
H 0.74771 -7.08904 6.17189 0.2142 0.4901 -0.1524 0.088
H 0.06991 -8.26597 5.07201 -0.2858 -0.2132 0.3041 0.096
H -0.74966 -7.79102 6.65649 -0.0798 -0.6679 -0.0375 0.088
H -0.47238 -4.99094 6.36149 0.2631 -0.4172 0.4356 0.109
H -2.04631 -5.80269 6.67067 0.0355 0.0235 0.2097 0.124
H -2.08810 -3.35119 5.61138 0.1536 -0.2618 0.3799 0.093
H -2.98451 -4.61029 4.78526 -0.0901 0.0998 -0.2032 0.109
H -0.80386 -5.03002 3.74837 -0.0164 -0.3802 -0.7964 0.077
H 0.52019 -3.67775 5.03434 0.6594 0.3779 -0.0356 0.122
H -0.28054 -2.27487 4.22249 0.1092 0.1518 0.5151 0.097
H 1.61440 -2.39094 3.12813 0.7667 0.1431 0.3182 0.112
H 0.52159 -2.85833 2.02120 -0.6985 -0.9302 -0.5155 0.106
H 2.98701 -3.85862 1.12153 -0.0623 0.4506 0.3943 0.086
H 1.63330 -4.96356 0.84339 -0.1148 0.2182 -0.1943 0.062
H 2.98478 -5.52589 1.75261 0.2730 0.1233 -0.1429 0.084
C -1.59375 4.85347 3.48360 -0.6022 -0.3678 -0.6180 -0.088
O -2.15609 5.14559 2.16882 0.8286 -0.7696 -0.0301 -0.184
C -1.76324 4.12616 1.18815 0.1528 0.8653 0.4722 -0.209
C -1.91061 4.49855 -0.29922 -1.6505 1.3849 1.7825 -0.161
N -3.38303 4.71872 -0.64469 2.4122 -1.4982 0.5479 -0.053
C -3.52870 4.93108 -2.05719 -0.9433 2.0305 0.6410 -0.219
C -2.96176 6.30964 -2.54517 0.6784 0.0171 -0.1451 -0.213
O -3.57167 7.48327 -1.98859 -0.7430 -1.0441 -0.3723 -0.209
C -2.98189 8.69076 -2.50629 -0.5276 -1.3171 0.8729 -0.078
H -1.81898 5.59953 4.24568 -0.2208 0.5372 -0.6646 0.084
H -0.51154 4.72397 3.47011 0.1180 0.0176 -0.3344 0.082
H -2.04419 3.94982 3.89422 0.0027 -0.3628 -0.1672 0.066
H -2.33278 3.20575 1.31685 -0.3391 -0.0822 0.3624 0.108
H -0.71477 3.88139 1.35816 0.2176 0.0491 0.0313 0.089
H -1.40855 3.65084 -0.76551 -0.5569 -0.0827 -0.7272 0.108
H -1.37760 5.41506 -0.55218 0.4558 -0.2049 0.2049 0.089
H -3.70194 5.56633 -0.19751 0.1416 0.0615 0.4837 0.104
H -4.61481 5.00331 -2.11421 -0.1973 -0.1541 -1.0271 0.114
H -3.14533 4.05569 -2.58142 0.0960 0.3522 -0.4232 0.098
H -2.99832 6.33414 -3.63428 -0.2616 0.1096 -0.2993 0.111
H -1.90996 6.44336 -2.29236 0.4253 -0.6009 -0.0419 0.101
H -2.07654 8.85179 -1.92106 0.2454 0.4178 -0.2693 0.082
H -3.73034 9.45697 -2.30418 0.3128 0.1481 -0.2652 0.093
H -2.76653 8.54612 -3.56498 0.0176 0.4105 -0.0793 0.084
C 5.21932 3.23451 -10.92827 0.3681 -0.4245 0.3219 -0.122
O 4.36917 3.49673 -9.85676 -0.4976 0.7739 1.1187 -0.200
C 3.86269 2.35709 -9.19382 -0.1807 0.3719 -0.0340 -0.215
C 3.18167 2.73798 -7.85253 1.2076 -0.5204 -0.8277 -0.203
N 2.47921 1.57938 -7.28870 -0.6490 1.4010 0.6162 -0.062
C 1.70439 2.05834 -6.11460 1.2296 -0.5156 0.4210 -0.191
C 2.57545 2.19295 -4.79577 0.0485 -1.0962 -2.2770 -0.220
O 1.89247 1.58519 -3.75962 -0.4756 0.1028 1.1570 -0.208
C 0.80109 2.33878 -3.30803 0.2277 0.0694 0.7622 -0.121
H 6.13859 2.78732 -10.55004 0.3692 -0.0266 -0.0603 0.085
H 5.45346 4.18756 -11.40261 -0.1372 -0.2188 -0.1559 0.094
H 4.78261 2.49900 -11.60385 -0.1617 0.1518 -0.4352 0.086
H 4.64656 1.62100 -9.01542 0.2005 -0.0924 0.1225 0.121
H 3.15980 1.91694 -9.90115 -0.4707 -0.4518 0.1834 0.118
H 2.60674 3.65690 -7.96719 -0.5826 -0.0652 -0.2633 0.116
H 3.95130 3.01410 -7.13174 0.2723 -0.0513 -0.0200 0.117
H 1.77167 1.25910 -7.93438 0.0855 -0.0688 -0.4410 0.097
H 0.91033 1.32469 -5.97553 0.0504 -0.0275 0.4480 0.112
H 1.23702 3.03123 -6.26669 -0.1767 0.1768 -0.4168 0.104
H 2.87505 3.23566 -4.69042 -0.3169 0.2527 0.7272 0.120
H 3.49710 1.61210 -4.83128 0.0764 0.0259 -0.6616 0.126
H 1.14390 3.34022 -3.04785 -0.1431 0.3031 -0.0390 0.087
H 0.48186 1.86293 -2.38081 -0.3276 0.0016 -0.0253 0.070
H -0.02389 2.41509 -4.01633 -0.0842 -0.1190 -0.1786 0.084
C 2.65824 -1.64016 -1.73067 1.6910 -1.2525 0.8129 -0.060
O 3.33389 -2.87246 -1.32559 -1.0102 0.3230 -0.2513 -0.199
C 3.32891 -3.78827 -2.39554 0.4705 -0.0913 -0.5228 -0.250
C 3.99504 -5.12485 -2.09600 0.5739 2.0329 -0.4537 -0.220
N 3.25989 -5.90987 -1.14307 0.6708 -1.5791 -0.7062 -0.022
C 3.70737 -7.30139 -1.29972 0.4783 -1.3400 0.0368 -0.193
C 5.02118 -7.60208 -0.55784 -0.6059 -0.5862 0.8362 -0.211
O 4.90830 -7.05741 0.76764 1.1353 -0.1207 -0.4639 -0.204
C 6.12925 -7.24045 1.47994 0.0883 -0.5126 0.3298 -0.100
H 1.68732 -1.86618 -2.17148 -0.2381 0.1794 0.2675 0.075
H 3.29234 -1.14385 -2.46532 -0.1457 0.1843 -0.2160 0.088
H 2.67948 -1.06662 -0.80402 -0.6746 0.2396 -0.2703 0.069
H 3.83401 -3.30509 -3.23190 0.3413 -0.0496 -0.3299 0.119
H 2.32938 -4.00336 -2.77341 -0.5844 0.0514 0.2658 0.107
H 5.02881 -4.91655 -1.82025 0.2686 0.0675 0.5071 0.127
H 4.14320 -5.60031 -3.06557 -0.5963 -0.3890 -0.0250 0.122
H 3.67277 -5.76870 -0.23220 -0.3484 0.9330 0.4078 0.057
H 3.94461 -7.65496 -2.30311 -0.3573 0.7067 -0.5510 0.113
H 2.91074 -7.98727 -1.01155 0.0765 0.0278 0.6013 0.113
H 5.94545 -7.33923 -1.07238 -0.0251 1.1725 -0.0890 0.119
H 5.20159 -8.67501 -0.49190 -0.5570 -0.4706 0.2076 0.118
H 6.99489 -6.72757 1.06073 -0.2231 0.5453 -0.2414 0.089
H 6.44019 -8.28515 1.48457 -0.2686 -0.3761 -0.0927 0.084
H 6.01417 -6.97414 2.53062 -0.2702 0.3140 -0.2044 0.091
C 1.01400 7.20230 0.34931 0.4235 -0.4756 -0.4409 -0.077
O 1.07022 5.75710 0.26395 -0.2854 0.8475 0.2291 -0.206
C 2.38270 5.23419 0.22608 0.5340 0.1858 -0.4575 -0.212
C 2.36399 3.70633 -0.00409 -0.8279 1.3736 0.0536 -0.214
N 3.67100 3.13441 -0.06393 0.4093 -0.2881 0.1002 -0.049
C 3.52343 1.72068 -0.29700 1.5195 -0.7439 -1.1472 -0.227
C 4.90272 1.00947 -0.37804 -2.2809 -1.8304 1.2083 -0.152
O 5.33688 0.66292 0.95899 0.4240 1.0429 0.2485 -0.192
C 4.67411 -0.41230 1.62646 1.1304 -0.5439 -0.4157 -0.107
H 1.50940 7.67533 -0.49859 0.2699 -0.2170 -0.3104 0.082
H 1.51113 7.60492 1.23184 -0.0704 -0.2846 0.3213 0.087
H -0.00968 7.57394 0.30395 -0.1368 -0.5836 0.2859 0.081
H 2.99788 5.57639 1.05828 -0.3122 -0.4901 0.9792 0.120
H 2.97393 5.71034 -0.55612 -0.2150 -0.1247 -0.8557 0.117
H 1.87362 3.51677 -0.95892 0.0144 0.1643 -0.1820 0.096
H 1.73032 3.18759 0.71527 -0.2834 0.1102 0.5574 0.110
H 4.10345 3.16216 0.84838 0.2453 0.5646 0.2614 0.122
H 3.03840 1.53616 -1.25554 -0.2320 0.2204 -0.1919 0.104
H 2.91286 1.24836 0.47254 -0.1450 -0.2955 0.2113 0.097
H 5.60208 1.50502 -1.05140 0.4215 0.3826 0.9423 0.129
H 4.73832 0.02327 -0.81218 -0.1838 -0.0865 -0.6022 0.086
H 4.69077 -1.30758 1.00495 -0.3149 -0.1036 -0.4132 0.078
H 3.67751 -0.29390 2.05174 -0.2770 0.7266 -0.4112 0.072
H 5.30195 -0.70133 2.46932 0.1723 0.3855 0.0651 0.089
```
Forces are in eV/Å.

Calculated values
- E_HOMO (eV) = -10.5
- total charge = +1
- molecular weight (g/mol) = 1075.78
- spin multiplicity = 1
- Kohn-Sham gap (eV) = 5.45
- F_max (eV Å⁻¹) = 3.16